This record from OMol25 describes a molecular structure, C44H125F2N12O17PbS2 at a distorted geometry. The level of theory is the ωB97M-V functional and the def2-TZVPD basis.

Computed properties:
ΔE to the lowest compared entry with this formula, charge and spin = 0.0 kJ/mol
HOMO level = -9.99 eV
Maximum force = 8.1 eV/A
Total charge = +1

```
203
Properties=species:S:1:pos:R:3:forces:R:3
Pb 0.1362 4.2484 1.3597 0.9 -1.4 0.6
N 0.3855 2.0272 0.3953 -0.2 0.5 -3.0
S 0.3910 0.5357 0.8099 -1.8 -5.5 5.7
O 1.6624 0.0766 1.2798 -0.3 0.5 -0.7
O -0.5050 -0.3761 0.1527 1.2 1.2 -0.9
F -0.4411 0.6907 2.1943 0.6 0.7 -0.3
S 0.8608 1.7826 -1.1825 2.3 2.9 -4.0
O -0.0894 1.5313 -2.2168 -0.2 -0.6 1.9
O 2.1797 1.2339 -1.3654 -1.8 -0.1 1.4
F 1.1351 3.3613 -1.3831 -0.3 0.0 0.3
O 2.1470 5.3277 0.2165 0.3 0.4 0.2
H 2.0765 6.2137 -0.1695 0.0 -0.1 0.0
H 3.0930 5.1128 0.1778 -0.2 -0.2 -0.1
O -1.5816 3.2226 2.9602 0.3 0.2 -0.2
H -2.4292 2.7872 2.6366 -0.5 0.0 0.0
H -1.7632 3.4743 3.8743 0.0 0.0 -0.1
C -2.3435 1.3409 -5.5476 -1.4 -0.1 -0.2
C -2.6174 2.5720 -4.6915 0.2 -0.2 0.2
C -3.5108 2.2472 -3.5063 -0.5 -1.5 -0.1
O -4.7480 1.6966 -3.9821 -0.3 1.0 -0.1
C -5.8037 1.9026 -3.0748 -0.2 -0.9 0.4
N -1.3423 3.1389 -4.2558 0.0 0.6 0.4
H -2.0386 0.4632 -4.9749 0.5 0.2 0.1
H -1.6982 1.5625 -6.3929 0.3 0.0 0.2
H -3.3163 1.0520 -5.9581 0.1 -0.1 -0.1
H -3.2109 3.2779 -5.2791 0.5 0.3 -0.2
H -3.7173 3.0993 -2.8521 0.2 0.2 -0.1
H -3.0608 1.4293 -2.9266 0.3 0.3 0.3
H -6.7380 1.5079 -3.4746 0.2 -0.1 -0.4
H -6.0122 2.9382 -2.7914 0.4 0.2 -0.2
H -5.6126 1.3126 -2.1698 0.0 0.3 0.2
H -0.9232 2.5398 -3.5456 -0.2 0.0 -0.5
H -1.4859 4.0249 -3.7751 -0.1 0.1 -0.2
C -3.3815 -1.2624 -1.9989 0.1 -0.7 -0.3
C -4.3933 -2.4147 -1.9621 -0.5 0.7 0.4
C -3.9320 -3.7191 -2.6067 -0.5 0.7 0.5
O -3.6211 -3.4452 -3.9519 0.5 -0.9 0.3
C -2.9336 -4.5374 -4.5649 -0.4 0.5 -0.1
N -4.7816 -2.6924 -0.5756 0.3 -0.1 0.6
H -3.0238 -1.1078 -3.0183 0.0 0.2 0.1
H -2.5380 -1.5274 -1.3539 0.1 0.1 -0.1
H -3.8471 -0.3583 -1.6048 0.0 0.0 -0.1
H -5.3007 -2.0401 -2.4471 0.0 -0.4 -0.3
H -4.7271 -4.4682 -2.5250 -0.1 0.0 -0.1
H -3.1151 -4.1177 -1.9865 0.5 0.1 -0.4
H -1.8716 -4.5021 -4.3161 0.1 0.1 -0.2
H -3.1239 -4.4119 -5.6283 0.4 -0.2 -0.1
H -3.3107 -5.5157 -4.2550 -0.2 0.1 0.1
H -5.1808 -1.8565 -0.1570 -0.1 -0.2 -0.5
H -3.9234 -2.7740 -0.0328 0.0 -0.4 0.0
C 1.5352 -4.6250 -6.8503 0.1 0.0 0.2
C 2.4722 -3.4904 -6.3215 -0.6 -1.7 0.4
C 1.9001 -2.8454 -5.0604 0.3 0.9 -0.4
O 2.7624 -1.7588 -4.7592 -0.1 -0.1 0.5
C 2.2645 -0.9946 -3.6918 -0.2 0.2 0.1
N 3.7809 -4.0733 -6.0442 0.3 0.7 0.1
H 1.7304 -4.8636 -7.8966 0.0 0.2 0.0
H 0.4557 -4.5117 -6.7218 0.0 0.5 -0.1
H 1.7827 -5.5420 -6.3090 0.0 0.0 0.1
H 2.6390 -2.7170 -7.0678 -0.3 0.1 0.0
H 1.7859 -3.4857 -4.1766 0.3 -0.4 -0.2
H 0.8925 -2.4495 -5.2493 -0.1 0.0 -0.2
H 1.2450 -0.6628 -3.9265 0.0 0.2 0.1
H 2.9056 -0.1295 -3.5307 0.0 0.0 -0.3
H 2.2203 -1.5193 -2.7286 0.1 -0.4 -0.1
H 4.2799 -4.2603 -6.9012 0.0 -0.2 0.1
H 3.7194 -4.9088 -5.4809 0.0 -0.1 -0.1
C -3.1941 0.0505 3.4040 -0.8 0.1 -0.1
C -3.7754 0.6375 2.1121 0.6 0.0 -0.3
C -5.0211 -0.1124 1.6806 0.2 -0.1 -0.9
O -5.3732 0.3566 0.3878 0.1 0.1 -0.3
C -6.6287 -0.0925 -0.1414 0.7 0.3 0.0
N -4.0503 2.0963 2.2730 0.1 -0.9 0.8
H -2.7511 -0.9232 3.2017 0.2 0.2 0.0
H -3.9992 -0.1430 4.1213 0.0 0.1 0.1
H -2.5083 0.7582 3.8670 0.3 -0.2 0.0
H -3.0136 0.5445 1.3321 -0.2 -0.1 -0.1
H -5.8592 0.0782 2.3626 0.1 -0.2 0.3
H -4.7725 -1.1747 1.5848 -0.2 0.0 0.6
H -7.1839 0.8320 -0.2863 -0.8 -0.4 0.2
H -7.0707 -0.8688 0.4841 -0.4 0.4 0.3
H -6.4931 -0.5677 -1.1163 0.2 0.2 0.0
H -4.5594 2.4360 1.4616 0.0 -0.1 -0.1
H -4.7312 2.0230 3.0316 0.0 1.0 0.0
C -6.1494 -4.3566 4.5242 1.4 0.2 0.7
C -5.5092 -3.7935 3.2648 -0.3 -0.3 -0.6
C -4.0012 -3.9758 3.1674 -0.3 -0.3 0.9
O -3.4913 -3.0295 2.2552 0.2 0.0 -0.8
C -2.2224 -3.3783 1.7278 0.4 -0.8 0.3
N -6.0979 -4.3866 2.0534 0.1 0.7 -0.3
H -7.1392 -3.9318 4.6673 -0.2 -0.4 0.0
H -5.5252 -4.0392 5.3699 -0.3 0.4 0.1
H -6.0764 -5.4382 4.6396 -0.6 -0.1 -0.6
H -5.6254 -2.7011 3.3259 -0.2 0.1 -0.1
H -3.7272 -4.9957 2.8814 -0.2 0.0 -0.2
H -3.5936 -3.7960 4.1738 0.3 0.1 -0.1
H -1.5904 -3.7351 2.5450 0.3 0.5 0.1
H -1.7890 -2.5560 1.1619 0.0 0.3 0.4
H -2.1851 -4.2361 1.0429 -0.8 0.0 -0.1
H -5.6835 -3.9124 1.2500 0.1 -0.3 -0.1
H -7.0865 -4.1810 1.9403 -0.1 -0.1 0.4
C 3.1664 3.9239 4.5064 0.3 -0.4 0.1
C 3.3662 3.5587 3.0429 -0.5 0.5 1.0
C 4.5841 2.6590 2.9069 0.6 -0.2 -0.2
O 4.7938 2.2868 1.5692 -0.7 0.6 -0.1
C 5.9200 1.4883 1.3606 1.1 -0.4 -0.4
N 2.1626 2.8302 2.5797 -0.2 0.3 -0.7
H 2.1401 4.2560 4.6515 0.1 0.1 0.2
H 3.8595 4.6885 4.8545 0.0 0.1 -0.2
H 3.3441 3.0220 5.0940 -0.3 0.1 0.2
H 3.3509 4.5276 2.5360 0.8 -0.3 -0.6
H 4.4182 1.7470 3.4996 -0.3 0.0 0.1
H 5.5001 3.0937 3.3256 -0.1 0.4 0.0
H 5.9581 1.2369 0.3023 -0.3 -0.2 0.1
H 5.9506 0.5863 1.9807 -0.4 -0.1 -0.1
H 6.8787 1.9939 1.5407 -0.3 0.4 0.3
H 2.5160 2.2245 1.8334 -0.4 -0.1 -0.1
H 1.8370 2.2034 3.3220 -0.1 0.1 0.1
C 1.8490 9.6801 -5.2364 0.3 -0.3 0.2
C 0.4897 9.0178 -4.9741 0.4 0.9 0.9
C 0.5674 7.9719 -3.9065 0.3 -1.4 0.8
O 1.3015 6.8649 -4.4088 -0.1 -0.2 0.0
C 1.3595 5.7744 -3.5336 -0.6 -0.4 0.4
N -0.3879 10.0953 -4.4616 -0.2 0.0 -0.7
H 1.7270 10.5372 -5.8968 0.1 0.0 -0.1
H 2.6321 9.0219 -5.6161 -0.4 -0.2 -0.4
H 2.2803 10.0404 -4.2993 -0.4 0.2 0.1
H 0.1123 8.5131 -5.8662 -0.1 0.1 -0.1
H -0.4331 7.6335 -3.5917 -0.2 0.0 -0.4
H 1.0265 8.2605 -2.9485 0.2 0.7 -0.2
H 0.4219 5.5949 -2.9869 -0.3 0.3 -0.1
H 2.1183 5.8535 -2.7473 0.4 0.3 -0.2
H 1.5066 4.8434 -4.0750 0.3 0.2 -0.3
H -0.8228 10.5277 -5.2701 0.0 0.3 0.2
H -1.1594 9.7670 -3.8919 0.1 -0.3 -0.1
C 1.8342 -5.5405 6.1788 0.5 0.2 0.9
C 0.4106 -4.9811 6.1837 0.6 -0.4 0.2
C 0.1037 -4.2378 4.8804 -0.2 -0.5 -0.1
O 0.8491 -3.0469 4.8130 0.8 0.3 0.9
C 0.3924 -2.0708 3.9336 -1.1 -0.1 -0.8
N -0.5196 -6.1110 6.4286 0.0 0.9 -0.5
H 2.1708 -5.8470 7.1763 -0.5 -0.1 0.2
H 2.5879 -4.7818 5.9602 -0.2 0.0 -0.6
H 1.9383 -6.4386 5.5719 -0.1 0.2 -0.4
H 0.2985 -4.2547 6.9940 0.3 0.3 0.0
H -0.9760 -4.0438 4.8468 -0.1 0.2 -0.1
H 0.3841 -4.8500 4.0173 -0.3 -0.3 0.0
H 0.2584 -2.4544 2.9155 0.1 -0.1 0.0
H 1.0617 -1.2170 3.8468 0.3 -0.2 0.4
H -0.6072 -1.7185 4.2273 0.0 0.2 0.1
H -0.2546 -6.5228 7.3160 0.0 -0.1 0.0
H -1.4350 -5.6932 6.5720 -0.1 -0.3 0.0
C -0.1336 -5.5476 -1.7830 0.1 0.3 -0.8
C 1.2293 -6.1394 -1.4511 0.3 -0.5 0.1
C 1.7496 -5.7820 -0.0602 -1.3 -0.1 0.5
O 1.6938 -4.3815 0.0725 0.0 0.2 0.0
C 2.0590 -3.9250 1.3548 -0.1 0.1 -0.3
N 1.1873 -7.6064 -1.5472 0.0 -0.1 0.2
H -0.4793 -5.9579 -2.7371 0.3 -0.1 -0.1
H -0.0482 -4.4722 -1.9525 -0.4 0.1 0.5
H -0.9370 -5.8458 -1.1051 0.2 0.3 0.5
H 1.9894 -5.7325 -2.1235 -0.2 -0.2 -0.4
H 2.7333 -6.1812 0.2031 0.1 0.0 -0.5
H 1.0411 -6.2286 0.6591 0.1 0.0 0.2
H 1.4561 -4.3782 2.1482 0.0 -0.2 0.0
H 1.8564 -2.8551 1.3784 0.2 0.1 -0.1
H 3.1201 -4.1131 1.5406 0.0 0.0 0.2
H 0.3697 -7.9171 -1.0269 0.2 -0.1 0.2
H 0.9726 -7.9234 -2.4866 0.3 0.3 -0.2
C 3.7004 3.1937 -3.8299 0.0 0.5 -0.6
C 4.9248 2.3026 -3.6639 -0.3 -0.9 0.5
C 6.2132 3.0914 -3.8589 -0.2 0.8 -0.2
O 6.3602 3.4565 -5.2192 -0.2 -0.4 -0.4
C 7.5320 2.9646 -5.8251 1.3 0.2 1.2
N 4.9140 1.7934 -2.2911 0.3 0.0 0.6
H 3.4092 3.3773 -4.8660 0.5 0.0 -0.1
H 3.9630 4.1593 -3.3903 -0.3 0.1 0.1
H 2.7654 2.8472 -3.3893 0.3 -0.4 0.4
H 4.9265 1.4660 -4.3721 -0.1 0.2 -0.3
H 7.1093 2.6039 -3.4649 -0.1 -0.4 -0.1
H 6.1235 4.0261 -3.2927 0.0 0.0 0.1
H 7.7490 1.9013 -5.6640 -0.8 -0.3 -0.4
H 8.3920 3.3905 -5.2823 0.1 0.4 -0.4
H 7.6000 3.2506 -6.8683 -0.3 -0.1 0.0
H 5.6176 1.0772 -2.1497 0.1 0.1 -0.2
H 4.0339 1.3789 -2.0078 0.1 0.2 -0.3
C 0.4389 0.0135 6.7012 0.2 -0.6 1.3
C 0.7028 1.5115 6.8046 0.0 -0.5 -0.7
C 2.0572 1.7697 7.4612 0.4 0.0 -0.3
O 1.9193 1.5279 8.8352 0.0 -0.2 0.0
C 3.1282 1.6009 9.5625 -0.3 -0.1 0.6
N 0.6741 2.0905 5.4347 0.0 0.9 0.4
H 1.2567 -0.5201 6.2131 0.1 0.3 -0.2
H -0.4833 -0.3661 6.2605 -0.2 0.7 -0.2
H 0.4358 -0.4001 7.7143 0.0 0.1 0.0
H 0.0451 2.0765 7.4726 -0.6 -0.5 -0.1
H 2.3717 2.8143 7.3221 -0.1 0.1 -0.2
H 2.8296 1.1280 7.0154 0.0 0.0 0.0
H 3.6646 2.5369 9.3898 0.1 0.0 -0.2
H 3.7800 0.7384 9.4035 0.1 0.0 -0.4
H 2.8377 1.5648 10.6117 0.0 0.1 0.0
H 0.4659 3.0711 5.6220 0.3 0.1 -0.5
H -0.1177 1.7795 4.8792 -0.1 -0.5 0.3
```
Positions in Å, forces in eV/Å.